[1]
3 unconnected molecules or ions with the total composition C7H12O2S in a non-equilibrium geometry, computed with ωB97M-V with the def2-TZVPD basis set.

Computed properties:
Total energy   -822.3272 a.u.
Orbital gap (spin up / spin down)   8.84 / 5.45 eV
⟨S²⟩   2.012
Total charge   0
Max |F|   6.8 eV/Å
Spin multiplicity   3

Positions of all 22 atoms, in Å:
C: 3.32 2.20 0.47
C: 4.30 2.62 -0.18
C: 2.23 1.50 1.19
C: -1.78 0.09 -1.00
C: 0.32 -1.45 -0.82
C: -1.59 -1.39 0.98
C: -1.05 -1.02 -0.18
O: 5.57 -1.35 -1.30
O: 5.93 -0.73 1.07
S: 5.12 -0.63 -0.13
H: 2.35 0.43 0.98
H: 2.29 1.75 2.22
H: 1.27 1.88 0.68
H: -1.04 0.94 -1.24
H: -2.22 -0.46 -1.89
H: -2.64 0.41 -0.39
H: 1.18 -0.67 -0.82
H: 0.12 -1.72 -1.88
H: 0.82 -2.38 -0.34
H: -1.23 -2.21 1.58
H: 5.00 3.02 -0.82
H: -2.58 -0.96 1.22

***

[2]
A molecular structure, C9H7AuBrIN4O4S, computed with ωB97M-V with the def2-TZVPD basis set.

Computed properties:
Total energy   -4272.6497 a.u.
Orbital gap   6.78 eV
Total charge   0
Max |F|   0.6 eV/Å
Spin multiplicity   1

Positions of all 28 atoms, in Å:
Au: -0.42 1.02 0.98
O: 2.60 2.94 2.41
S: 2.09 1.62 2.62
O: 0.72 1.84 3.42
O: 1.59 1.08 1.25
O: 2.89 0.63 3.26
Br: -0.34 -2.20 0.86
C: -0.05 -1.38 2.54
C: 0.49 -2.07 3.55
C: 0.71 -1.37 4.79
C: 0.40 -0.08 4.92
C: -0.17 0.71 3.80
N: -0.50 -0.09 2.64
H: 0.73 -3.12 3.43
H: 1.15 -1.90 5.62
H: 0.61 0.48 5.83
H: -1.04 1.29 4.10
N: -3.46 0.79 0.41
C: -2.33 0.82 0.64
I: -1.13 5.24 -3.46
C: -0.34 3.96 -2.06
C: 0.93 3.99 -1.51
N: 1.02 2.96 -0.67
N: -0.12 2.26 -0.65
C: -0.98 2.86 -1.47
H: 1.75 4.66 -1.68
H: 1.75 2.71 -0.01
H: -1.97 2.47 -1.61

***

[3]
A molecular structure, C19H21B2CrN5O2S3, computed with ωB97M-V with the def2-TZVPD basis set.

Computed properties:
Total energy   -3449.8272 a.u.
Orbital gap (spin up / spin down)   5.01 / 6.06 eV
⟨S²⟩   6.039
Total charge   -2
Max |F|   0.7 eV/Å
Spin multiplicity   5

Positions of all 53 atoms, in Å:
Cr: 0.17 -0.28 -0.01
S: -1.13 1.78 0.31
C: 0.06 2.57 -0.66
S: 1.36 1.60 -1.24
C: -0.02 3.94 -0.94
C: 0.96 4.61 -1.72
N: 1.73 5.19 -2.36
C: -1.07 4.76 -0.43
N: -1.89 5.45 -0.01
C: 1.56 2.45 2.70
N: 2.45 1.44 2.17
C: 3.75 1.64 1.75
C: 4.24 0.44 1.37
N: 3.24 -0.48 1.60
C: 2.12 0.13 2.06
S: 0.69 -0.62 2.56
H: 2.09 3.40 2.68
H: 1.28 2.20 3.72
H: 0.66 2.50 2.09
H: 4.18 2.62 1.70
H: 5.17 0.17 0.91
H: 3.21 -1.41 1.21
B: 3.54 -3.63 -0.57
C: 2.33 -2.60 -0.59
N: 1.46 -1.85 -0.49
H: 3.71 -4.10 -1.68
H: 3.27 -4.49 0.25
H: 4.52 -2.98 -0.21
C: -5.23 -5.48 -5.07
C: -4.69 -4.09 -5.44
C: -5.80 -3.28 -6.12
C: -3.56 -4.27 -6.45
C: -4.22 -3.36 -4.17
C: -5.14 -3.12 -3.15
C: -4.78 -2.47 -1.96
C: -3.47 -2.06 -1.83
O: -2.87 -1.42 -0.80
B: -1.49 -1.22 -1.15
O: -1.34 -1.80 -2.47
C: -2.55 -2.29 -2.84
C: -2.89 -2.94 -4.01
H: -5.56 -6.01 -5.97
H: -6.08 -5.41 -4.39
H: -4.46 -6.07 -4.58
H: -6.14 -3.79 -7.03
H: -5.45 -2.28 -6.38
H: -6.67 -3.16 -5.46
H: -3.94 -4.79 -7.33
H: -2.74 -4.87 -6.04
H: -3.14 -3.32 -6.77
H: -6.16 -3.45 -3.26
H: -5.50 -2.28 -1.18
H: -2.14 -3.09 -4.77

***

[4]
A single C3H5N3O molecule, computed with ωB97M-V with the def2-TZVPD basis set.

Computed properties:
Total energy   -356.7757 a.u.
Orbital gap   9.40 eV
Total charge   0
SMILES   Nc1conc1N
Max |F|   0.5 eV/Å
Spin multiplicity   1

Positions of all 12 atoms, in Å:
N: 0.25 -1.29 1.25
C: -0.06 -0.08 0.61
C: -0.52 1.07 1.16
O: -0.82 1.97 0.21
N: -0.55 1.43 -1.02
C: -0.07 0.23 -0.81
N: 0.48 -0.47 -1.89
H: 1.03 -1.79 0.84
H: 0.41 -1.17 2.24
H: -0.65 1.41 2.19
H: 0.14 -1.41 -2.04
H: 0.35 0.10 -2.73

***

[5]
A gas-phase ion, C11H13F3NS2 (charge +1) in a non-equilibrium geometry, computed with ωB97M-V with the def2-TZVPD basis set.

Computed properties:
Total energy   -1577.4266 a.u.
Orbital gap   9.39 eV
Total charge   +1
SMILES   FC(F)(F)C[NH2+]C1(c2ccccc2)SCCS1
Max |F|   2.8 eV/Å
Spin multiplicity   1

Positions of all 30 atoms, in Å:
C: -3.81 -0.20 -1.57
C: -3.09 -1.40 -1.49
C: -1.69 -1.37 -1.30
C: -1.03 -0.15 -1.15
C: 0.37 -0.11 -0.53
S: 1.30 1.37 -0.90
C: 2.75 0.54 -1.60
C: 2.87 -0.91 -1.15
S: 1.27 -1.64 -0.70
C: -1.74 1.04 -1.33
C: -3.13 1.02 -1.51
H: -4.89 -0.22 -1.71
H: -3.61 -2.36 -1.59
H: -1.14 -2.31 -1.28
H: 2.63 0.64 -2.69
H: 3.62 1.12 -1.23
H: 3.20 -1.54 -1.99
H: 3.54 -1.02 -0.28
H: -1.20 1.99 -1.32
H: -3.67 1.97 -1.62
F: 2.01 1.09 4.37
C: 0.85 0.71 3.71
F: 0.24 -0.25 4.48
F: 0.00 1.77 3.70
C: 1.25 0.24 2.30
N: 0.20 -0.02 1.21
H: 1.94 1.00 1.93
H: 1.75 -0.71 2.48
H: -0.58 0.65 1.32
H: -0.24 -0.94 1.44

***

[6]
5 unconnected molecules or ions with the total composition C9H28O5 in a non-equilibrium geometry, computed with ωB97M-V with the def2-TZVPD basis set.

Computed properties:
Total energy   -735.8470 a.u.
Orbital gap   9.76 eV
Total charge   0
SMILES   CCO.CCO.CCO.CCO.CO
Max |F|   1.4 eV/Å
Spin multiplicity   1

Positions of all 42 atoms, in Å:
C: 1.04 21.34 -18.57
C: 2.07 21.94 -17.64
O: 3.36 21.73 -18.19
H: 1.35 20.35 -18.90
H: 0.98 21.96 -19.47
H: 0.06 21.29 -18.11
H: 1.99 21.48 -16.64
H: 1.87 23.01 -17.52
H: 4.02 22.14 -17.62
C: 6.65 21.34 -15.65
C: 6.74 22.69 -16.31
O: 5.47 23.01 -16.85
H: 6.00 20.70 -16.24
H: 6.23 21.42 -14.64
H: 7.64 20.89 -15.59
H: 7.49 22.67 -17.11
H: 7.04 23.47 -15.60
H: 5.48 23.96 -17.07
C: 3.37 25.58 -17.61
C: 4.52 26.54 -17.35
O: 5.74 25.74 -17.37
H: 3.30 24.85 -16.80
H: 3.51 25.07 -18.57
H: 2.41 26.10 -17.67
H: 4.42 26.94 -16.35
H: 4.59 27.27 -18.16
H: 6.49 26.35 -17.31
C: 8.58 27.75 -19.45
C: 8.73 27.93 -17.96
O: 7.42 28.03 -17.37
H: 8.06 26.81 -19.64
H: 9.56 27.64 -19.93
H: 8.03 28.58 -19.89
H: 9.33 28.81 -17.70
H: 9.24 27.07 -17.51
H: 7.38 28.84 -16.86
C: 2.84 28.96 -19.81
O: 2.01 29.84 -20.55
H: 2.31 28.06 -19.52
H: 3.76 28.71 -20.35
H: 3.17 29.53 -18.94
H: 1.74 29.42 -21.37

***

[7]
A molecular structure, C19H43CuN4O2SSi3 in a non-equilibrium geometry, computed with ωB97M-V with the def2-TZVPD basis set.

Computed properties:
Total energy   -4026.4871 a.u.
Orbital gap   8.25 eV
Total charge   0
Max |F|   2.5 eV/Å
Spin multiplicity   1

Positions of all 73 atoms, in Å:
Cu: -0.73 0.89 -1.65
C: -1.93 0.38 2.64
O: -1.40 0.71 1.36
Si: 0.27 0.96 1.15
C: 1.20 -0.67 1.36
C: 0.63 1.98 2.76
C: 0.40 1.88 -0.41
Si: -0.30 3.65 -0.48
C: 0.84 4.89 0.47
C: -1.98 3.72 0.34
C: -0.43 4.28 -2.24
Si: 2.15 1.76 -1.02
C: 3.45 2.14 0.38
C: 2.57 0.07 -1.77
C: 2.66 2.99 -2.31
H: -2.30 1.28 3.13
H: -1.19 -0.05 3.34
H: -2.75 -0.38 2.53
H: 2.21 -0.62 1.80
H: 1.23 -1.30 0.50
H: 0.53 -1.17 2.08
H: 0.43 1.46 3.71
H: 0.07 2.90 2.83
H: 1.73 2.26 2.75
H: 1.08 4.48 1.46
H: 0.23 5.82 0.61
H: 1.78 5.10 -0.05
H: -2.33 2.72 -0.01
H: -2.64 4.59 0.34
H: -1.72 3.56 1.35
H: 0.50 4.67 -2.59
H: -1.19 5.04 -2.43
H: -0.60 3.48 -2.95
H: 3.38 1.40 1.10
H: 3.26 3.14 0.79
H: 4.51 2.12 -0.03
H: 1.74 -0.35 -2.37
H: 2.65 -0.69 -0.95
H: 3.56 0.04 -2.32
H: 2.83 4.01 -1.90
H: 1.90 3.05 -3.15
H: 3.60 2.62 -2.64
N: -0.86 -4.82 0.20
C: 0.27 -5.04 0.24
N: 1.60 -5.05 0.17
C: 2.53 -6.11 0.62
C: 3.44 -5.60 1.77
O: 4.14 -4.46 1.29
C: 3.19 -3.45 0.93
C: 2.35 -3.89 -0.30
H: 3.09 -6.44 -0.22
H: 1.93 -6.98 0.95
H: 4.31 -6.32 1.93
H: 2.81 -5.39 2.65
H: 4.01 -2.73 0.68
H: 2.55 -3.20 1.81
H: 2.98 -4.13 -1.13
H: 1.68 -3.07 -0.56
S: -2.10 -0.03 -3.22
C: -3.39 -0.48 -2.09
N: -4.40 -1.24 -2.49
C: -5.62 -1.70 -1.80
C: -5.86 -0.67 -0.68
C: -4.56 -0.55 0.08
N: -3.45 -0.09 -0.81
H: -4.27 -1.52 -3.46
H: -5.47 -2.66 -1.31
H: -6.42 -1.63 -2.60
H: -6.61 -0.94 0.05
H: -6.19 0.26 -1.12
H: -4.35 -1.56 0.52
H: -4.51 0.18 0.90
H: -2.73 0.50 -0.48

***

[8]
A single C3H5Br molecule in a non-equilibrium geometry, computed with ωB97M-V with the def2-TZVPD basis set.

Computed properties:
Total energy   -2691.2420 a.u.
Orbital gap   9.52 eV
Total charge   0
SMILES   C=C(C)Br
Max |F|   9.2 eV/Å
Spin multiplicity   1

Positions of all 9 atoms, in Å:
C: 0.59 0.03 -1.31
C: 0.22 0.37 0.12
C: -0.75 -0.44 0.81
Br: 0.84 2.04 0.74
H: 1.51 0.57 -1.50
H: 0.51 -0.86 -1.77
H: -0.52 -0.41 1.93
H: -1.66 0.07 0.63
H: -0.75 -1.37 0.35

***

[9]
A molecular structure, C20H34N4O3PSV, computed with ωB97M-V with the def2-TZVPD basis set.

Computed properties:
Total energy   -2910.7419 a.u.
Orbital gap (spin up / spin down)   5.03 / 6.06 eV
⟨S²⟩   4.033
Total charge   -1
Max |F|   0.6 eV/Å
Spin multiplicity   4

Positions of all 64 atoms, in Å:
V: 1.65 1.01 -0.65
N: 4.36 0.20 -4.17
C: 3.61 0.42 -3.05
S: 1.97 0.79 -3.15
N: 4.31 0.28 -1.91
N: 3.63 0.42 -0.80
C: 4.50 0.26 0.32
C: 4.15 0.38 1.64
C: 5.18 0.23 2.63
C: 4.92 0.33 3.97
C: 3.61 0.59 4.42
C: 2.59 0.74 3.50
C: 2.80 0.64 2.11
O: 1.79 0.74 1.31
H: 4.00 0.57 -5.04
H: 5.36 0.20 -4.04
H: 5.52 0.05 0.03
H: 6.19 0.04 2.28
H: 5.73 0.22 4.69
H: 3.41 0.68 5.48
H: 1.57 0.94 3.82
C: -2.93 -2.20 1.16
C: -1.54 -1.57 0.96
C: -1.10 -0.94 2.29
C: -0.52 -2.69 0.70
P: -1.35 -0.28 -0.42
N: 0.16 -0.12 -0.74
C: -2.17 1.34 0.11
C: -2.24 2.28 -1.10
C: -1.28 2.06 1.14
C: -3.57 1.19 0.72
C: -2.22 -0.93 -1.98
C: -1.81 -2.38 -2.22
C: -3.75 -0.84 -2.01
C: -1.65 -0.15 -3.18
H: -2.89 -2.87 2.02
H: -3.25 -2.79 0.30
H: -3.70 -1.46 1.36
H: -0.97 -1.74 3.02
H: -1.84 -0.25 2.69
H: -0.15 -0.42 2.17
H: -0.46 -3.32 1.59
H: 0.46 -2.25 0.51
H: -0.78 -3.33 -0.14
H: -1.26 2.41 -1.56
H: -2.56 3.26 -0.74
H: -2.97 1.95 -1.84
H: -0.26 2.20 0.78
H: -1.24 1.57 2.10
H: -1.69 3.06 1.28
H: -4.27 0.67 0.06
H: -3.97 2.19 0.89
H: -3.56 0.68 1.67
H: -2.28 -3.08 -1.53
H: -0.72 -2.49 -2.16
H: -2.12 -2.66 -3.23
H: -4.22 -1.34 -1.16
H: -4.11 -1.33 -2.92
H: -4.11 0.19 -2.03
H: -0.57 -0.26 -3.20
H: -1.89 0.91 -3.17
H: -2.07 -0.58 -4.09
O: 1.57 2.70 -0.68
O: 0.99 3.88 -0.83

***

[10]
9 unconnected molecules or ions with the total composition C5H29N2O9 in a non-equilibrium geometry, computed with ωB97M-V with the def2-TZVPD basis set.

Computed properties:
Total energy   -994.3024 a.u.
Orbital gap   9.99 eV
Total charge   +1
Max |F|   4.0 eV/Å
Spin multiplicity   1

Positions of all 45 atoms, in Å:
N: 0.78 -1.74 -0.82
C: 1.38 -0.64 0.05
C: 2.72 -0.10 -0.43
C: 0.32 0.42 0.08
N: -0.71 0.14 1.00
C: -2.04 0.01 0.43
C: -2.42 -1.46 0.20
O: -1.61 -2.33 0.36
H: 1.25 -1.81 -1.68
H: -0.27 -1.57 -1.07
H: 0.75 -2.55 -0.14
H: 1.60 -1.03 1.09
H: 2.62 0.23 -1.46
H: 3.56 -0.73 -0.31
H: 2.99 0.85 0.16
H: -0.04 0.69 -1.03
H: 0.83 1.39 0.41
H: -0.63 0.76 1.94
H: -2.66 0.37 1.29
H: -2.36 0.58 -0.47
H: -3.47 -1.61 -0.23
H: 0.69 4.00 -0.78
H: -0.54 3.16 -0.28
O: -0.04 3.37 -1.02
H: -0.44 0.30 3.93
H: -1.24 1.37 4.66
O: -0.82 1.26 3.83
H: -1.31 -2.74 3.21
H: -0.73 -2.00 1.93
O: -0.56 -2.18 2.88
H: -1.32 -1.22 -3.52
H: -0.68 0.05 -3.00
O: -1.13 -0.76 -2.73
H: 0.65 -2.81 2.12
H: 1.98 -3.73 1.89
O: 1.48 -3.06 1.51
H: 1.91 0.37 -3.82
H: 1.43 -0.67 -4.69
O: 1.86 -0.62 -3.89
H: -1.09 2.66 2.91
H: -0.17 3.88 2.69
O: -0.85 3.33 2.28
H: -0.62 2.37 -3.84
H: -0.61 2.08 -2.39
O: -0.42 1.72 -3.23

***

[11]
A molecular structure, C3H5NO3, computed with ωB97M-V with the def2-TZVPD basis set.

Computed properties:
Total energy   -397.6863 a.u.
Orbital gap   9.95 eV
Total charge   0
Max |F|   0.5 eV/Å
Spin multiplicity   1

Positions of all 12 atoms, in Å:
N: -0.01 1.67 -0.12
C: -0.60 0.34 -0.45
O: -1.59 0.21 -1.13
C: -0.34 0.13 0.97
O: -0.02 -1.92 0.66
C: 0.67 -1.75 -0.36
O: 0.77 -0.65 -1.01
H: 0.96 1.78 -0.40
H: -0.63 2.42 -0.40
H: 0.67 0.08 1.34
H: -1.14 0.27 1.68
H: 1.27 -2.59 -0.75

***

[12]
A molecular structure, C26H34N4O7S in a non-equilibrium geometry, computed with ωB97M-V with the def2-TZVPD basis set.

Computed properties:
Total energy   -2154.1841 a.u.
Orbital gap   8.49 eV
Total charge   0
Max |F|   18.5 eV/Å
Spin multiplicity   1

Positions of all 72 atoms, in Å:
C: 3.19 2.08 -3.17
H: 3.27 3.13 -2.83
O: 1.67 1.85 -3.29
C: 0.85 2.05 -2.41
C: 1.11 2.39 -1.28
C: 0.37 2.57 -0.22
C: -0.86 2.47 -0.54
C: -1.49 1.92 -1.74
C: -0.50 1.73 -2.73
O: -0.76 1.52 -4.02
C: -2.00 1.13 -4.21
H: -2.54 0.30 -3.74
H: -2.79 2.22 -4.43
H: -2.02 0.95 -5.31
H: -2.55 1.81 -1.98
C: -1.95 2.55 0.60
H: -3.06 2.84 0.06
H: -1.77 3.37 1.27
C: -2.32 1.19 1.60
N: -3.22 1.33 2.43
C: -3.25 1.76 3.57
O: -1.94 2.23 4.09
C: -4.42 1.81 4.52
H: -4.68 0.86 4.56
H: -4.46 2.03 5.50
H: -5.29 2.49 3.97
H: -4.26 1.09 1.87
H: -1.34 1.00 2.22
C: -2.29 0.06 0.47
O: -3.43 -0.07 -0.07
N: -1.35 -0.80 0.47
H: -0.62 -0.63 0.93
C: -1.17 -1.80 -0.51
C: -0.11 -1.40 -1.71
C: 0.30 -2.61 -2.55
N: 0.68 -3.84 -1.52
S: 2.10 -4.14 -1.43
O: 2.57 -5.20 -0.69
O: 3.00 -3.85 -2.60
C: 2.88 -2.87 -0.16
C: 2.47 -2.79 1.10
C: 2.72 -1.89 2.01
C: 2.89 -0.67 1.42
C: 3.32 -0.44 0.05
C: 3.23 -1.71 -0.69
H: 3.40 -1.35 -1.70
H: 3.61 0.60 -0.19
N: 2.56 0.66 2.27
C: 1.30 0.63 2.94
O: 0.59 -0.15 2.69
C: 1.23 1.92 3.75
H: 0.18 2.14 3.93
H: 1.58 2.84 3.35
H: 1.80 1.92 4.65
H: 3.31 1.41 2.31
H: 2.29 -1.91 3.14
H: 2.05 -3.97 1.35
C: -0.26 -4.24 -0.79
C: -0.77 -3.11 0.28
H: -1.48 -3.18 0.90
H: -0.08 -2.82 0.82
H: 0.12 -4.97 -0.19
H: -1.30 -4.57 -1.32
H: 1.30 -2.40 -3.20
H: -0.57 -2.80 -3.19
H: -0.44 -0.53 -2.24
H: 0.82 -1.01 -1.11
H: -2.05 -1.90 -0.91
H: 0.73 2.81 0.75
H: 2.61 2.75 -0.70
H: 3.70 1.86 -4.02
H: 3.58 1.39 -2.44

***

[13]
A single C6H12O molecule in a non-equilibrium geometry, computed with ωB97M-V with the def2-TZVPD basis set.

Computed properties:
Total energy   -310.9771 a.u.
Orbital gap   9.98 eV
Total charge   0
SMILES   CC1(O)CCCC1
Max |F|   1.4 eV/Å
Spin multiplicity   1

Positions of all 19 atoms, in Å:
C: -1.39 1.34 0.83
C: -0.42 0.21 0.60
O: -1.05 -0.98 1.14
C: -0.06 0.52 -1.18
C: 0.42 -0.88 -1.43
C: 1.38 -1.11 -0.23
C: 1.04 -0.05 0.87
H: -2.15 1.12 0.07
H: -0.91 2.28 0.57
H: -1.91 1.39 1.79
H: -1.78 -0.72 1.74
H: -0.89 0.90 -1.78
H: 0.78 1.23 -1.42
H: -0.48 -1.48 -1.32
H: 0.89 -1.11 -2.39
H: 2.43 -1.00 -0.53
H: 1.24 -2.13 0.14
H: 1.57 0.89 0.67
H: 1.30 -0.42 1.86